1.
{"formula": "C6H10IN2", "method": "ωB97M-V/def2-TZVPD", "relative_energy_kj_mol": 312.97, "smiles": "CC(C)=C=[NH+]/C=C\\NI", "charge": 1, "gap_ev": [7.8, 7.8], "e_tot_ha": -641.442080, "lumo_energy_ev": [-4.14, -4.14], "spin_multiplicity": 1, "symbols": ["C", "C", "C", "C", "C", "C", "N", "N", "I", "H", "H", "H", "H", "H", "H", "H", "H", "H", "H"], "xyz": [[-2.281, -1.404, 0.258], [-1.070, -2.033, 0.028], [0.828, -0.546, -0.124], [1.323, 1.634, -1.088], [2.067, 0.968, 1.329], [1.293, 0.654, 0.040], [-2.678, -0.181, -0.181], [0.176, -1.651, -0.326], [-4.570, 0.517, 0.078], [-2.938, -1.897, 0.966], [-1.119, -3.026, 0.424], [1.897, 2.469, -0.786], [0.210, 1.960, -1.194], [1.659, 1.332, -2.035], [1.732, 1.931, 1.783], [3.046, 1.046, 0.930], [1.956, 0.136, 1.931], [-2.294, 0.307, -1.027], [0.763, -2.214, -1.006]], "lowdin_charge": [-0.222, -0.134, 0.096, -0.008, 0.017, -0.259, -0.521, 0.074, 0.889, 0.109, 0.110, 0.076, 0.133, 0.076, 0.125, 0.089, 0.061, 0.073, 0.217]}


2.
{"formula": "C6H10IN2O", "method": "ωB97M-V/def2-TZVPD", "relative_energy_kj_mol": 230.11, "smiles": "CC(C)=[N+]1C(=O)CCN1I", "charge": 1, "gap_ev": 8.1, "e_tot_ha": -716.732567, "lumo_energy_ev": -5.45, "spin_multiplicity": 1, "symbols": ["C", "C", "C", "C", "C", "C", "N", "N", "O", "I", "H", "H", "H", "H", "H", "H", "H", "H", "H", "H"], "xyz": [[-0.645, -1.352, 0.531], [0.589, 0.826, 0.705], [-1.418, -1.910, -0.651], [-1.550, -0.677, -1.557], [1.207, 2.040, -0.051], [1.028, 0.644, 2.114], [-0.324, 0.115, -1.298], [-0.009, -0.056, -0.001], [-0.529, -1.737, 1.641], [1.347, -0.613, -2.561], [-0.833, -2.891, -1.067], [-2.424, -2.268, -0.281], [-1.760, -0.875, -2.648], [-2.392, 0.132, -1.307], [2.250, 1.798, -0.210], [0.662, 2.082, -1.099], [1.192, 3.050, 0.479], [1.133, 1.587, 2.636], [0.392, -0.104, 2.580], [2.083, 0.208, 2.044]], "lowdin_charge": [-0.300, -0.209, -0.081, -0.248, -0.010, 0.026, -0.416, -0.080, 0.192, 0.847, 0.189, 0.151, 0.126, 0.176, 0.080, 0.101, 0.122, 0.102, 0.076, 0.155]}


3.
{"formula": "C6H10INS", "method": "ωB97M-V/def2-TZVPD", "relative_energy_kj_mol": 137.99, "smiles": "C[C@@H]1N(I)CSC12CC2", "gap_ev": 8.1, "e_tot_ha": -985.147336, "lumo_energy_ev": -0.27, "spin_multiplicity": 1, "symbols": ["C", "C", "C", "C", "C", "C", "N", "S", "I", "H", "H", "H", "H", "H", "H", "H", "H", "H", "H"], "xyz": [[-1.437, 0.078, -1.747], [-2.056, -0.390, -0.468], [1.322, 1.591, 0.484], [0.604, -0.568, -0.063], [-0.720, 0.231, -0.418], [0.430, -1.152, 1.421], [1.595, 0.471, -0.239], [-0.542, 1.887, 0.161], [3.545, -0.208, -0.014], [-1.092, -0.579, -2.613], [-1.944, 1.000, -2.230], [-2.850, 0.364, -0.167], [-2.053, -1.458, -0.089], [1.483, 1.676, 1.516], [1.794, 2.462, -0.013], [0.858, -1.403, -0.661], [0.279, -0.438, 2.345], [1.256, -1.919, 1.528], [-0.472, -1.647, 1.268]], "lowdin_charge": [-0.158, -0.158, -0.576, -0.421, -0.733, -0.054, -0.610, 0.931, 0.858, 0.119, 0.120, 0.120, 0.124, 0.045, 0.079, 0.108, 0.123, 0.069, 0.014]}


4.
{"formula": "C6H10N", "method": "ωB97M-V/def2-TZVPD", "relative_energy_kj_mol": 326.57, "smiles": "C=C(C)C[N+]1=CC1", "charge": 1, "gap_ev": 8.4, "e_tot_ha": -288.958581, "lumo_energy_ev": -5.17, "spin_multiplicity": 1, "symbols": ["C", "C", "C", "C", "C", "C", "N", "H", "H", "H", "H", "H", "H", "H", "H", "H", "H"], "xyz": [[0.841, 2.139, 0.829], [1.162, -1.410, 0.453], [-0.781, 0.084, 0.265], [-0.338, 2.656, 0.129], [0.033, -1.190, -0.232], [-0.478, -1.895, -1.409], [-0.363, 1.387, 0.274], [1.688, 1.816, 0.275], [0.899, 2.166, 1.986], [1.673, -2.342, 0.397], [1.404, -0.656, 1.136], [-1.758, -0.088, -0.265], [-1.006, -0.120, 1.373], [-0.947, 3.508, -0.211], [-1.488, -2.189, -1.156], [0.037, -2.708, -1.668], [-0.578, -1.160, -2.176]], "lowdin_charge": [0.045, 0.088, -0.109, 0.152, -0.300, -0.035, 0.016, 0.107, 0.163, 0.079, 0.042, 0.151, 0.184, 0.169, 0.099, 0.053, 0.096]}


5.
{"formula": "C6H10N", "method": "ωB97M-V/def2-TZVPD", "relative_energy_kj_mol": 217.95, "charge": 1, "gap_ev": 9.8, "e_tot_ha": -288.999954, "lumo_energy_ev": -4.00, "spin_multiplicity": 1, "symbols": ["C", "C", "C", "C", "C", "C", "N", "H", "H", "H", "H", "H", "H", "H", "H", "H", "H"], "xyz": [[-1.702, 1.382, 0.607], [-0.489, 1.525, -0.049], [0.035, 0.173, -0.575], [-0.168, -2.039, 1.291], [1.286, 0.326, -1.386], [0.505, -0.963, 1.009], [-2.718, 1.167, 1.106], [-0.631, 2.203, -0.904], [0.251, 1.981, 0.620], [-0.733, -0.409, -1.069], [0.114, -2.636, 2.147], [-0.998, -2.403, 0.711], [-3.600, 1.019, 1.550], [1.690, -0.659, -1.607], [2.047, 0.896, -0.858], [1.077, 0.821, -2.335], [1.348, -0.525, 1.502]], "lowdin_charge": [0.015, -0.129, -0.232, -0.030, -0.094, -0.023, 0.414, 0.165, 0.163, 0.118, 0.068, 0.060, 0.160, 0.093, 0.089, 0.090, 0.072]}


6.
{"formula": "C6H10N", "method": "ωB97M-V/def2-TZVPD", "relative_energy_kj_mol": 553.26, "charge": 1, "gap_ev": [8.3, 9.4], "e_tot_ha": -288.872240, "lumo_energy_ev": [-4.84, -4.11], "spin_multiplicity": 1, "symbols": ["C", "C", "C", "C", "C", "C", "N", "H", "H", "H", "H", "H", "H", "H", "H", "H", "H"], "xyz": [[1.615, -0.451, 0.324], [2.034, 0.971, -0.048], [-0.712, -1.784, 0.034], [0.179, -0.628, 0.252], [-0.608, 0.476, -0.182], [-1.664, 1.384, 0.250], [-0.684, -0.763, -1.010], [2.018, -1.075, -0.499], [2.058, -0.992, 1.290], [2.316, 1.774, 0.589], [2.559, 0.869, -1.062], [-0.402, -2.779, -0.126], [-1.579, -1.692, 0.651], [-1.334, 2.223, 0.923], [-2.619, 0.907, 0.678], [-2.031, 1.965, -0.698], [-0.295, -0.721, -1.940]], "lowdin_charge": [-0.191, 0.105, 0.068, -0.279, -0.102, -0.031, 0.153, 0.126, 0.183, 0.054, 0.096, 0.137, 0.130, 0.108, 0.121, 0.129, 0.191]}


7.
{"formula": "C6H10N", "method": "ωB97M-V/def2-TZVPD", "relative_energy_kj_mol": 256.70, "smiles": "[NH3+][C@@]12C=C[C@@H]1CC2", "charge": 1, "gap_ev": 10.0, "e_tot_ha": -288.985196, "lumo_energy_ev": -3.87, "spin_multiplicity": 1, "symbols": ["C", "C", "C", "C", "C", "C", "N", "H", "H", "H", "H", "H", "H", "H", "H", "H", "H"], "xyz": [[1.175, -1.626, -0.052], [0.081, -1.668, 0.696], [1.419, 0.816, -0.273], [0.274, 1.094, 0.788], [0.781, -0.393, -0.833], [-0.482, -0.356, 0.101], [-1.931, -0.036, -0.297], [2.190, -2.253, -0.146], [-0.318, -2.176, 1.582], [1.487, 1.706, -1.025], [2.399, 0.594, 0.137], [0.514, 0.865, 1.861], [-0.371, 1.863, 0.379], [0.642, -0.466, -1.980], [-1.804, 0.041, -1.388], [-2.186, 0.935, 0.097], [-2.647, -0.714, 0.101]], "lowdin_charge": [-0.024, -0.003, -0.157, 0.007, -0.286, -0.293, 0.208, 0.178, 0.116, 0.151, 0.114, 0.128, 0.084, 0.177, 0.221, 0.183, 0.194]}


8.
{"formula": "C6H10N2", "method": "ωB97M-V/def2-TZVPD", "relative_energy_kj_mol": 319.58, "smiles": "C=C1[C@H]2CN[C@@H]1CN2", "gap_ev": 9.7, "e_tot_ha": -344.014992, "lumo_energy_ev": 1.03, "spin_multiplicity": 1, "symbols": ["C", "C", "C", "C", "C", "C", "H", "H", "H", "H", "H", "H", "H", "H", "H", "H", "N", "N"], "xyz": [[-2.260, -0.332, -0.282], [-0.968, -0.203, -0.187], [0.254, 0.060, -1.180], [0.717, 1.325, -0.528], [-0.220, -0.132, 1.018], [0.908, -1.257, 0.760], [-2.856, -0.327, -1.174], [-2.770, -0.661, 0.809], [-0.021, 0.130, -2.192], [1.852, 1.535, -0.680], [0.157, 2.222, -0.828], [-0.074, 2.005, 1.144], [-0.802, -0.195, 1.860], [0.949, -2.244, 1.160], [1.860, -0.712, 1.211], [1.943, -1.193, -1.023], [0.363, 1.143, 0.927], [0.970, -1.163, -0.816]], "lowdin_charge": [0.058, -0.296, -0.254, -0.154, -0.350, -0.046, 0.044, 0.131, 0.123, 0.135, 0.115, 0.102, 0.118, 0.080, 0.132, 0.079, -0.009, -0.006]}


9.
{"formula": "C6H10N2", "method": "ωB97M-V/def2-TZVPD", "relative_energy_kj_mol": 449.93, "gap_ev": 8.8, "e_tot_ha": -343.965345, "lumo_energy_ev": 0.17, "spin_multiplicity": 1, "symbols": ["C", "C", "C", "C", "C", "C", "N", "N", "H", "H", "H", "H", "H", "H", "H", "H", "H", "H"], "xyz": [[1.507, -0.583, 0.274], [2.672, -0.220, 0.726], [-0.177, 0.538, -0.318], [-1.003, -0.648, -0.127], [0.013, 1.334, -1.544], [-1.925, -0.528, 1.078], [0.908, -1.863, 0.184], [-0.318, -1.937, -0.079], [3.456, -1.052, 0.869], [3.081, 0.719, 0.620], [-0.086, 1.222, 0.509], [-1.693, -0.714, -1.009], [-0.163, 0.917, -2.454], [0.912, 1.820, -1.573], [-0.724, 2.162, -1.337], [-2.635, -1.353, 1.134], [-2.419, 0.471, 1.072], [-1.406, -0.286, 1.974]], "lowdin_charge": [-0.169, 0.022, -0.171, -0.446, -0.075, -0.060, 0.020, 0.059, 0.098, 0.023, 0.105, 0.152, 0.047, 0.047, 0.111, 0.082, 0.092, 0.064]}


10.
{"formula": "C6H10N2", "method": "ωB97M-V/def2-TZVPD", "relative_energy_kj_mol": 156.71, "smiles": "[H]/N=C(\\C)C(=C)C.C#N", "gap_ev": 10.0, "e_tot_ha": -344.077028, "lumo_energy_ev": 0.57, "spin_multiplicity": 1, "symbols": ["C", "C", "C", "C", "C", "C", "N", "N", "H", "H", "H", "H", "H", "H", "H", "H", "H", "H"], "xyz": [[-1.865, 1.357, 1.899], [1.013, 1.558, -1.043], [0.496, 0.348, -0.838], [-0.384, -0.323, -1.848], [0.079, -1.673, 0.666], [0.791, -0.370, 0.417], [-2.895, 0.891, 1.773], [1.586, 0.169, 1.244], [1.650, 2.007, -0.302], [0.820, 2.116, -1.943], [-0.556, 0.336, -2.696], [0.085, -1.238, -2.214], [-1.345, -0.588, -1.411], [0.496, -2.172, 1.540], [-0.976, -1.471, 0.858], [0.147, -2.343, -0.188], [-0.890, 1.768, 1.993], [1.747, -0.372, 2.093]], "lowdin_charge": [-0.090, 0.067, -0.330, -0.068, -0.039, -0.424, 0.059, 0.130, 0.056, 0.064, 0.078, 0.083, 0.080, 0.078, 0.077, 0.076, 0.047, 0.055]}


11.
{"formula": "C6H10N2", "method": "ωB97M-V/def2-TZVPD", "relative_energy_kj_mol": 270.52, "smiles": "[H]/N=C/C(C)=C(\\N)C=C", "gap_ev": 9.1, "e_tot_ha": -344.033680, "lumo_energy_ev": 0.91, "spin_multiplicity": 1, "symbols": ["C", "C", "C", "N", "C", "C", "C", "N", "H", "H", "H", "H", "H", "H", "H", "H", "H", "H"], "xyz": [[0.499, 1.189, -1.389], [-0.097, -0.573, 0.413], [-0.301, 0.464, -0.372], [-0.815, -1.173, 1.393], [-1.931, 0.695, -0.602], [1.547, -0.843, 0.422], [2.257, -0.947, 1.538], [-2.313, 1.474, -1.522], [-0.335, -1.739, 2.074], [-1.713, -1.550, 1.131], [-3.323, 1.614, -1.582], [-2.640, 0.165, 0.059], [2.005, -0.984, -0.548], [0.119, 2.204, -1.484], [1.564, 1.305, -1.202], [0.369, 0.731, -2.373], [1.821, -0.760, 2.510], [3.289, -1.272, 1.533]], "lowdin_charge": [-0.094, -0.305, -0.220, 0.095, -0.161, -0.087, -0.018, 0.061, 0.087, 0.087, 0.044, 0.093, 0.088, 0.070, 0.070, 0.087, 0.053, 0.049]}


12.
{"formula": "C6H10N2", "method": "ωB97M-V/def2-TZVPD", "relative_energy_kj_mol": 324.72, "smiles": "N[C@H]1[C@H]2C=C[C@]1(N)C2", "gap_ev": 9.9, "e_tot_ha": -344.013037, "lumo_energy_ev": 1.07, "spin_multiplicity": 1, "symbols": ["C", "C", "C", "C", "C", "C", "H", "H", "H", "H", "H", "H", "H", "H", "H", "H", "N", "N"], "xyz": [[-0.414, 0.839, -0.640], [0.514, 1.070, 0.588], [1.445, 0.064, -0.156], [0.168, -0.671, -0.546], [-0.328, -0.896, 1.013], [-0.048, 0.229, 1.658], [-1.595, 1.973, 0.186], [-2.126, 0.384, 0.045], [-0.051, 1.212, -1.529], [0.824, 2.119, 0.860], [2.056, 0.511, -0.956], [2.078, -0.419, 0.583], [-0.271, -1.837, -2.318], [0.641, -2.557, -1.101], [-0.825, -1.791, 1.386], [-0.119, 0.461, 2.683], [-1.828, 1.175, -0.435], [-0.121, -1.864, -1.320]], "lowdin_charge": [-0.287, -0.245, -0.102, -0.357, -0.016, -0.086, 0.091, 0.030, 0.105, 0.153, 0.118, 0.108, 0.066, 0.102, 0.101, 0.093, 0.064, 0.064]}


What did the twelfth record say?
{"formula": "C6H10N2", "method": "ωB97M-V/def2-TZVPD", "relative_energy_kj_mol": 324.72, "smiles": "N[C@H]1[C@H]2C=C[C@]1(N)C2", "gap_ev": 9.9, "e_tot_ha": -344.013037, "lumo_energy_ev": 1.07, "spin_multiplicity": 1, "symbols": ["C", "C", "C", "C", "C", "C", "H", "H", "H", "H", "H", "H", "H", "H", "H", "H", "N", "N"], "xyz": [[-0.414, 0.839, -0.640], [0.514, 1.070, 0.588], [1.445, 0.064, -0.156], [0.168, -0.671, -0.546], [-0.328, -0.896, 1.013], [-0.048, 0.229, 1.658], [-1.595, 1.973, 0.186], [-2.126, 0.384, 0.045], [-0.051, 1.212, -1.529], [0.824, 2.119, 0.860], [2.056, 0.511, -0.956], [2.078, -0.419, 0.583], [-0.271, -1.837, -2.318], [0.641, -2.557, -1.101], [-0.825, -1.791, 1.386], [-0.119, 0.461, 2.683], [-1.828, 1.175, -0.435], [-0.121, -1.864, -1.320]], "lowdin_charge": [-0.287, -0.245, -0.102, -0.357, -0.016, -0.086, 0.091, 0.030, 0.105, 0.153, 0.118, 0.108, 0.066, 0.102, 0.101, 0.093, 0.064, 0.064]}


Question: Number 3 is which compound?
Answer: C6H10INS